{
  "formula": "C27H38Cl2NO4Si2",
  "method": "wB97M-V/def2-TZVPD",
  "species": ["C", "O", "C", "O", "C", "C", "C", "C", "C", "C", "C", "C", "C", "C", "C", "Cl", "C", "C", "C", "C", "C", "C", "Cl", "C", "C", "N", "O", "Si", "C", "C", "C", "O", "Si", "C", "C", "C", "H", "H", "H", "H", "H", "H", "H", "H", "H", "H", "H", "H", "H", "H", "H", "H", "H", "H", "H", "H", "H", "H", "H", "H", "H", "H", "H", "H", "H", "H", "H", "H", "H", "H", "H", "H", "H", "H"],
  "coordinates": [[-2.24833, 4.42234, 4.20241], [-2.51999, 3.21879, 3.49138], [-1.42621, 2.45598, 3.26336], [-0.29557, 2.78380, 3.57483], [-1.80078, 1.15057, 2.59095], [-2.66125, 0.26882, 3.50270], [-2.78456, -1.09667, 2.95203], [-3.23159, -2.21860, 3.81817], [-2.45397, -2.63035, 5.04586], [-3.41415, -3.24954, 6.04637], [-3.67437, -4.57322, 6.05584], [-4.32203, -5.26388, 7.15038], [-4.66081, -6.62629, 7.00927], [-5.24793, -7.32496, 8.05562], [-5.50888, -6.65677, 9.26666], [-6.23214, -7.50564, 10.55652], [-5.21096, -5.29449, 9.41760], [-4.62496, -4.59751, 8.36216], [-1.48675, -1.62275, 5.71647], [-0.32489, -1.22633, 5.05067], [0.53007, -0.26926, 5.60757], [0.22412, 0.27306, 6.86143], [1.23461, 1.48100, 7.53926], [-0.89067, -0.17941, 7.57312], [-1.71995, -1.15289, 7.01142], [-2.38942, -1.24864, 1.65256], [-3.21716, -2.10290, 0.84612], [-3.49181, -1.48677, -0.77001], [-2.60254, -2.54492, -2.04152], [-5.33039, -1.64894, -1.01613], [-2.86047, 0.26108, -0.83017], [-1.06508, -1.72908, 1.61519], [-0.58402, -3.33829, 1.21018], [0.43705, -3.06420, -0.32078], [0.43023, -3.87088, 2.69659], [-1.97257, -4.56910, 0.99444], [-3.22872, 4.85287, 4.40665], [-1.71198, 4.20362, 5.13524], [-1.64070, 5.09711, 3.58714], [-2.40541, 1.35944, 1.69979], [-0.88510, 0.62721, 2.29241], [-2.25152, 0.25500, 4.52919], [-3.67329, 0.71396, 3.57571], [-3.29911, -3.10240, 3.16330], [-4.25768, -1.96380, 4.13148], [-1.81825, -3.48082, 4.73416], [-3.96859, -2.57109, 6.70121], [-3.37638, -5.16865, 5.18744], [-4.45304, -7.11166, 6.05168], [-5.46754, -8.38085, 7.96396], [-5.40496, -4.79665, 10.36484], [-4.38382, -3.53648, 8.46870], [-0.08332, -1.65537, 4.07866], [1.40626, 0.07072, 5.07077], [-1.09730, 0.22336, 8.55718], [-2.55997, -1.52691, 7.59089], [-3.15336, -2.41564, -2.98629], [-1.57359, -2.21549, -2.23141], [-2.59072, -3.61841, -1.81856], [-5.64022, -1.15034, -1.94674], [-5.62762, -2.70445, -1.08581], [-5.88349, -1.19326, -0.18487], [-2.26538, 0.41746, -1.74100], [-3.70086, 0.96759, -0.86091], [-2.23013, 0.49102, 0.04099], [1.31978, -3.71633, -0.26175], [-0.08653, -3.30454, -1.25184], [0.79158, -2.02558, -0.37961], [1.01325, -4.75865, 2.41079], [1.13527, -3.09312, 3.01390], [-0.18101, -4.15328, 3.56385], [-1.51142, -5.56363, 1.11631], [-2.75723, -4.48630, 1.75454], [-2.44591, -4.56138, 0.00650]],
  "lowdin_charge": [-0.039, -0.043, -0.471, 0.118, -0.066, -0.052, -0.021, -0.042, -0.233, -0.077, -0.032, -0.225, -0.027, -0.088, -0.683, 0.715, -0.088, -0.017, -0.191, -0.041, -0.070, -0.673, 0.719, -0.074, -0.016, -0.159, -0.178, 0.507, -0.154, -0.159, -0.134, -0.141, 0.497, -0.135, -0.149, -0.146, 0.098, 0.103, 0.106, 0.112, 0.132, 0.140, 0.183, 0.117, 0.167, 0.130, 0.110, 0.125, 0.117, 0.108, 0.110, 0.106, 0.091, 0.116, 0.112, 0.102, 0.051, 0.028, 0.027, 0.049, 0.044, 0.038, 0.051, 0.049, 0.006, 0.047, 0.019, 0.052, 0.051, 0.039, 0.028, 0.055, 0.026, 0.022],
  "lumo_ev": -5.86,
  "total_charge": 1,
  "relative_energy_kcal_mol": 25.3,
  "e_homo_ev": -10.639,
  "smiles": "COC(=O)CCC(C[C@H](/C=C/c1ccc(Cl)cc1)c1ccc(Cl)cc1)=[N+](O[Si](C)(C)C)O[Si](C)(C)C"
}

{
  "formula": "C3H5AlO4",
  "method": "wB97M-V/def2-TZVPD",
  "species": ["O", "C", "O", "C", "C", "O", "Al", "O", "H", "H", "H", "H", "H"],
  "coordinates": [[2.47494, 0.93158, 0.47974], [1.72993, 0.98001, -0.53395], [1.92988, 1.64582, -1.59122], [0.51232, -0.00529, -0.57346], [0.35629, -0.86652, 0.72284], [-0.88772, -0.68574, 1.35880], [-2.00171, 0.11738, 0.22255], [-0.70056, 0.66222, -0.86909], [0.72920, -0.68581, -1.40988], [0.47264, -1.92402, 0.44375], [1.16741, -0.57350, 1.38445], [-2.97419, -0.89512, -0.62770], [-2.80842, 1.29899, 0.99319]],
  "nbo_charge": [-0.816, 0.745, -0.812, -0.021, -0.095, -0.976, 1.513, -0.953, 0.124, 0.101, 0.190, -0.508, -0.491],
  "lumo_ev": 6.30,
  "total_charge": -2,
  "e_homo_ev": -0.217
}

{
  "formula": "C2F2NO3",
  "method": "wB97M-V/def2-TZVPD",
  "species": ["O", "C", "O", "N", "C", "F", "F", "O"],
  "coordinates": [[1.42400, 1.65099, -0.81031], [0.80249, 0.79654, -0.25012], [1.08309, 0.25753, 0.85740], [0.37215, -0.97413, 1.05519], [-0.76907, -0.60926, 0.01994], [-1.89217, 0.12966, 0.44533], [-1.35779, -1.79762, -0.31547], [-0.28613, 0.23798, -0.83292]],
  "nbo_charge": [-0.666, 0.953, -0.394, -0.505, 0.899, -0.418, -0.351, -0.518],
  "lumo_ev": 4.27,
  "total_charge": -1,
  "relative_energy_kcal_mol": 0.0,
  "e_homo_ev": -3.198,
  "smiles": "O=C1O[N-]C(F)(F)O1"
}

The following frontier orbital gap values (in eV) correspond, in order, to the records above: 4.78; 6.52; 7.46.